Entry 1:
# C26H32BF3N

2 unconnected molecules or ions with the total composition C26H32BF3N in a non-equilibrium geometry (ωB97M-V/def2-TZVPD, the OMol25 dataset).

The molecular weight is 426.35 g/mol. The value obtained for the energy is -1388.83910 Eh. As for the LUMO energy: -6.23 eV. The HOMO-LUMO gap is 5.1939 eV. The HOMO energy is -11.42 eV. As for the net charge: +1.

Last column: Löwdin charge in e.
Element x y z (Å)
1 F -1.32597 -7.34203 -0.28115  0.137
2 C -0.76158 -8.20177 0.62726  -0.503
3 F -1.75959 -9.01392 1.08335  0.134
4 F 0.11350 -8.99944 -0.07411  0.129
5 C -0.05797 -7.46833 1.72464  -0.078
6 C -0.44987 -7.62248 3.04977  0.033
7 C 0.29890 -7.02529 4.04379  0.043
8 C 1.50216 -6.31124 3.73569  -0.167
9 C 2.38999 -5.93373 4.77920  0.145
10 C 3.36525 -4.89947 4.71529  -0.188
11 C 4.33461 -4.87932 5.76170  0.013
12 C 5.42285 -4.02454 5.71069  -0.033
13 C 5.53349 -3.08962 4.67173  -0.008
14 C 4.51296 -2.98608 3.71549  -0.039
15 C 3.41497 -3.83419 3.76034  0.000
16 C 1.76999 -6.05634 2.36219  0.009
17 C 1.01274 -6.65262 1.36919  0.022
18 H -1.31588 -8.23412 3.29508  0.139
19 H -0.01114 -7.11568 5.08326  0.133
20 H 2.16237 -6.32209 5.76850  0.146
21 H 4.21173 -5.58525 6.58362  0.133
22 H 6.19867 -4.09129 6.47469  0.125
23 H 6.40674 -2.43813 4.60726  0.127
24 H 4.58177 -2.23449 2.92503  0.125
25 H 2.57590 -3.67152 3.07729  0.123
26 H 2.60453 -5.41489 2.08164  0.107
27 H 1.28221 -6.50854 0.32472  0.146
28 C 3.88731 -8.83718 1.86574  -0.070
29 C 5.19922 -9.49121 1.48188  -0.334
30 C 5.09519 -11.01723 1.61544  -0.034
31 N 6.42756 -8.96356 2.26145  -0.097
32 C 7.58263 -9.81456 1.80220  -0.249
33 C 7.88016 -9.79719 0.43481  -0.049
34 C 8.92773 -10.57757 -0.07802  -0.058
35 C 9.68930 -11.37444 0.77855  -0.079
36 C 9.39702 -11.38722 2.14377  -0.050
37 C 8.34078 -10.60538 2.66446  -0.005
38 C 6.78654 -7.50986 1.86679  -0.330
39 C 8.23072 -7.18096 2.27150  -0.036
40 C 5.85754 -6.45895 2.44316  -0.076
41 B 6.08433 -8.98364 3.85932  -0.344
42 H 5.10049 -8.23191 4.23861  0.041
43 H 3.05517 -9.43574 1.45726  0.091
44 H 3.72990 -8.78057 2.94744  0.062
45 H 3.78733 -7.84110 1.42674  0.051
46 H 5.41357 -9.24601 0.42782  0.132
47 H 4.23100 -11.33978 1.01947  0.089
48 H 5.97790 -11.54297 1.22376  0.087
49 H 4.92579 -11.32105 2.65837  0.086
50 H 7.28858 -9.16775 -0.24264  0.116
51 H 9.13425 -10.54732 -1.15895  0.115
52 H 10.50057 -11.97561 0.37504  0.107
53 H 9.99097 -12.00962 2.82096  0.112
54 H 8.12375 -10.62432 3.73864  0.109
55 H 6.71262 -7.50013 0.76617  0.136
56 H 8.43354 -6.15215 1.94605  0.088
57 H 8.36263 -7.22768 3.36331  0.088
58 H 8.97600 -7.82835 1.78929  0.085
59 H 6.27126 -5.46121 2.23002  0.089
60 H 4.85503 -6.49287 2.00756  0.049
61 H 5.77263 -6.52598 3.53341  0.053
62 H 5.90392 -10.13607 4.17399  0.034
63 H 7.09553 -8.67615 4.44480  0.035



Entry 2:
# C26H32CrNO5S

A molecular structure, C26H32CrNO5S in a non-equilibrium geometry (ωB97M-V/def2-TZVPD, the OMol25 dataset).

Its spin multiplicity is 4. As for the expectation value of S²: 3.8223. The molecular weight is 522.61 g/mol. The value obtained for the energy is -2883.45208 Eh. As for the LUMO energy (spin up / spin down): 0.42 / 0.14 eV. The HOMO-LUMO gap (spin up / spin down) is 7.5561 / 8.3910 eV. The HOMO energy (spin up / spin down) is -7.14 / -8.25 eV. Its relative energy (zero: lowest compared OMol25 entry of this formula, charge and spin) is 0.00 kcal/mol.

Last column: Löwdin charge in e.
Element x y z (Å)
1 O 4.93845 -0.00385 -1.09871  -0.112
2 C 5.61834 -1.05988 -0.37344  -0.177
3 C 6.99300 -0.73886 -0.94328  -0.069
4 H 5.23611 -2.04526 -0.65242  0.117
5 H 5.52738 -0.90201 0.70271  0.113
6 C 6.21064 0.33848 -1.74153  -0.566
7 H 7.43036 -1.53417 -1.54700  0.112
8 H 7.69445 -0.35554 -0.20134  0.112
9 C 6.15101 0.08034 -3.23574  -0.022
10 H 5.83009 -0.94893 -3.44013  0.092
11 H 7.13150 0.24791 -3.70362  0.092
12 H 5.43023 0.77026 -3.69268  0.089
13 C 6.60791 1.76302 -1.42629  -0.025
14 H 6.60642 1.94528 -0.34654  0.089
15 H 5.90257 2.45247 -1.90128  0.087
16 H 7.60783 1.98692 -1.81763  0.092
17 Cr -2.29304 1.74133 0.39465  0.683
18 C -2.50257 3.26539 1.94989  -0.121
19 C -2.74833 2.01159 2.60037  -0.107
20 C -1.59432 1.18165 2.42143  -0.128
21 H -3.59369 1.78477 3.24882  0.132
22 C -0.59632 1.93560 1.70790  -0.124
23 C -1.15313 3.23765 1.44492  -0.152
24 H -0.60649 4.08542 1.01828  0.130
25 H -3.19869 4.11526 1.92113  0.132
26 H -1.44559 0.17866 2.81700  0.106
27 H 0.43251 1.60880 1.54597  0.098
28 C -3.63131 2.13735 -1.52697  -0.101
29 C -2.57026 3.07436 -1.27392  -0.164
30 C -1.30943 2.35490 -1.39791  -0.176
31 H -2.68931 4.15172 -1.14038  0.120
32 C -1.62114 0.96132 -1.61577  -0.122
33 C -3.04968 0.85100 -1.74016  -0.131
34 H -3.57010 -0.02966 -2.10321  0.118
35 H -4.69088 2.37166 -1.60390  0.120
36 H -0.30016 2.78200 -1.42966  0.122
37 H -0.89809 0.16212 -1.76039  0.109
38 O 1.33130 -1.35407 -1.11839  -0.144
39 C 1.88846 -0.10699 -0.62761  -0.180
40 C 2.44706 -0.30489 0.80047  -0.146
41 H 1.13164 0.70834 -0.66433  0.092
42 H 2.69963 0.17458 -1.31254  0.101
43 C 2.35821 -1.83006 0.98088  -0.151
44 H 1.83430 0.23327 1.53062  0.083
45 H 3.47806 0.05020 0.86202  0.087
46 C 1.22922 -2.24778 0.03289  -0.169
47 H 2.21709 -2.14636 2.01319  0.111
48 H 3.29453 -2.26801 0.61402  0.091
49 H 0.25270 -2.11440 0.53401  0.097
50 H 1.29489 -3.28373 -0.32145  0.121
51 O -5.45746 1.27093 0.93261  0.045
52 C -4.87000 0.18531 0.91747  -0.493
53 N -3.50891 0.05749 0.71229  -0.170
54 S -2.91359 -1.52037 0.68514  0.690
55 O -2.46890 -1.88448 -0.64073  -0.283
56 O -1.99590 -1.71089 1.78985  -0.311
57 C -4.51661 -2.18094 1.01417  -0.211
58 C -4.87842 -3.52638 1.09323  -0.031
59 C -6.23809 -3.83629 1.27313  -0.062
60 C -7.19870 -2.80537 1.35036  -0.062
61 C -6.80738 -1.46725 1.25679  0.002
62 C -5.45379 -1.15752 1.10258  -0.129
63 H -4.10668 -4.29626 1.02005  0.123
64 H -6.55362 -4.87845 1.34243  0.105
65 H -8.25284 -3.06941 1.47501  0.107
66 H -7.52248 -0.64930 1.29269  0.122



Entry 3:
# C26H32F4N3

A gas-phase ion, C26H32F4N3 (charge +1) in a non-equilibrium geometry (ωB97M-V/def2-TZVPD, the OMol25 dataset).

The molecular weight is 462.55 g/mol. The value obtained for the energy is -1573.41366 Eh. As for the LUMO energy: -3.07 eV. The HOMO-LUMO gap is 8.7123 eV. The HOMO energy is -11.79 eV. The SMILES is CC(C)n1n[n+](C(C)C)c(C(C)(C)C)c1CC(c1cc(F)cc(F)c1)c1cc(F)cc(F)c1. As for the net charge: +1.

Last column: Löwdin charge in e.
Element x y z (Å)
1 C -4.80998 -1.34853 0.60055  -0.026
2 C -3.64968 -0.40578 0.28390  -0.357
3 C -3.76600 0.08055 -1.15001  -0.049
4 N -2.34211 -1.06050 0.39045  -0.004
5 N -2.01390 -1.81794 -0.64889  0.180
6 N -0.94449 -2.51642 -0.24931  0.040
7 C -0.25842 -3.25933 -1.39506  -0.342
8 C 0.18057 -2.24122 -2.43328  -0.036
9 C -1.26363 -4.20382 -2.03085  -0.042
10 C -0.59360 -2.22310 1.04317  -0.026
11 C 0.48371 -3.11801 1.70120  -0.514
12 C 0.50993 -2.88390 3.20650  -0.044
13 C 1.82905 -2.69606 1.12566  -0.017
14 C 0.25437 -4.63478 1.49569  -0.018
15 C -1.47847 -1.21749 1.44122  -0.042
16 C -1.77863 -0.42580 2.73720  -0.031
17 C -1.40509 1.07977 2.90181  -0.186
18 C -1.84935 1.77181 4.24103  -0.131
19 C -1.09125 1.86508 5.42225  0.039
20 C -1.72570 2.19159 6.62893  -0.218
21 F -1.01503 2.05225 7.80431  0.048
22 C -3.03173 2.65327 6.72853  0.082
23 C -3.66690 2.80126 5.49182  -0.228
24 F -4.92354 3.35771 5.50332  0.050
25 C -3.09121 2.42811 4.27901  0.026
26 C 0.06213 1.28102 2.50973  -0.169
27 C 0.32543 1.63848 1.18192  0.037
28 C 1.59786 1.40663 0.66928  -0.224
29 F 1.78629 1.49637 -0.69685  0.042
30 C 2.67381 1.02292 1.47288  0.060
31 C 2.39283 0.80429 2.82079  -0.224
32 F 3.40956 0.36780 3.65191  0.050
33 C 1.11676 0.95531 3.36450  0.025
34 H -5.75354 -0.78723 0.50723  0.101
35 H -4.83642 -2.18128 -0.11628  0.093
36 H -4.73840 -1.74629 1.62100  0.084
37 H -3.64138 0.43105 0.98575  0.137
38 H -4.72909 0.59270 -1.28415  0.100
39 H -2.96169 0.78521 -1.38866  0.089
40 H -3.70472 -0.77207 -1.83652  0.080
41 H 0.59772 -3.80429 -0.99320  0.107
42 H 0.59337 -2.75969 -3.30951  0.101
43 H -0.69774 -1.66304 -2.74129  0.084
44 H 0.93820 -1.55965 -2.03233  0.084
45 H -0.82940 -4.63878 -2.94326  0.101
46 H -1.54102 -5.01940 -1.35705  0.085
47 H -2.15800 -3.63223 -2.29837  0.081
48 H -0.45220 -3.14956 3.67023  0.102
49 H 1.29001 -3.51306 3.66164  0.105
50 H 0.76259 -1.83870 3.43269  0.075
51 H 1.89185 -2.91098 0.05597  0.075
52 H 1.96766 -1.62032 1.28645  0.080
53 H 2.62985 -3.24050 1.63707  0.107
54 H 0.24974 -4.93091 0.44446  0.063
55 H 1.08325 -5.17364 1.97647  0.104
56 H -0.68370 -4.96486 1.96033  0.101
57 H -1.27613 -0.94274 3.56979  0.117
58 H -2.85276 -0.51067 2.90926  0.119
59 H -1.97405 1.63428 2.14714  0.117
60 H -0.01466 1.74237 5.44718  0.101
61 H -3.51484 2.86524 7.68169  0.143
62 H -3.61314 2.68614 3.35686  0.128
63 H -0.48826 1.99543 0.54461  0.132
64 H 3.66684 0.84748 1.06667  0.142
65 H 0.96067 0.74484 4.42263  0.112



Entry 4:
# C26H32FN11O6SeTi

A molecular structure, C26H32FN11O6SeTi in a non-equilibrium geometry (ωB97M-V/def2-TZVPD, the OMol25 dataset).

The molecular weight is 740.44 g/mol. The value obtained for the energy is -5414.59401 Eh. As for the LUMO energy (spin up / spin down): -0.04 / -0.03 eV. The HOMO-LUMO gap (spin up / spin down) is 5.1554 / 5.1445 eV. The HOMO energy (spin up / spin down) is -5.19 / -5.18 eV. Its relative energy (zero: lowest compared OMol25 entry of this formula, charge and spin) is 0.00 kcal/mol.

Last column: Löwdin charge in e.
Element x y z (Å)
1 Ti -0.04218 -0.16271 0.18860  1.010
2 Se 2.46625 3.17994 6.57351  1.075
3 N 3.08674 1.84958 5.56196  -0.233
4 C 2.23929 1.68619 4.58240  -0.331
5 C 2.39792 0.68658 3.53226  -0.108
6 C 3.45389 -0.17618 3.47047  -0.019
7 C 3.50437 -1.12088 2.41800  -0.060
8 C 2.51427 -1.14475 1.48519  -0.130
9 N 1.45904 -0.28085 1.49512  -0.065
10 C 1.38473 0.63192 2.52736  -0.180
11 C 0.27217 1.46510 2.52673  -0.177
12 N -0.63784 1.27996 1.48205  -0.038
13 C -1.73664 2.10239 1.50416  -0.145
14 C -1.95706 3.06313 2.43823  -0.069
15 C -1.02464 3.26571 3.48578  -0.030
16 C 0.07806 2.46459 3.52728  -0.113
17 C 1.09126 2.57004 4.57604  -0.328
18 N 1.02863 3.43687 5.55023  -0.232
19 H 4.21882 -0.12885 4.23360  0.109
20 H 4.31417 -1.83329 2.35046  0.100
21 H 2.51594 -1.88254 0.69277  0.100
22 H -2.45822 1.96716 0.71375  0.083
23 H -2.85457 3.66207 2.36869  0.098
24 H -1.16503 4.02414 4.24307  0.106
25 C -3.88902 1.95663 -3.26560  -0.039
26 O -2.53421 1.97993 -2.81316  0.015
27 C -2.17270 1.27208 -1.74246  -0.557
28 O -1.06647 1.41725 -1.26468  0.030
29 N -3.10523 0.43020 -1.21088  0.036
30 N -2.67484 -0.32993 -0.12113  0.042
31 H -3.95850 2.73084 -4.02249  0.100
32 H -4.57956 2.18066 -2.45233  0.102
33 H -4.13999 0.99550 -3.72069  0.093
34 H -3.88409 0.10482 -1.76519  0.124
35 H -2.50198 -1.29473 -0.37398  0.062
36 H -3.35536 -0.28146 0.62838  0.124
37 F -4.81958 -1.98561 -3.06178  0.068
38 C -3.81264 -2.85083 -3.30162  -0.173
39 C -2.54916 -2.45750 -3.13648  0.040
40 N -1.47707 -3.28357 -3.36449  0.025
41 C -0.11499 -2.77393 -3.19228  -0.009
42 C 0.12842 -2.12699 -1.82370  -0.604
43 O 1.06203 -2.52765 -1.13091  0.034
44 O -0.60558 -1.12365 -1.51816  -0.179
45 C -1.65620 -4.55916 -3.87889  -0.461
46 O -0.74370 -5.29434 -4.17546  0.097
47 N -2.98254 -4.92650 -4.02228  0.217
48 C -4.14155 -4.19088 -3.75560  -0.401
49 O -5.24330 -4.65596 -3.91781  0.110
50 H -2.29293 -1.45777 -2.82094  0.122
51 H 0.08178 -2.02557 -3.96619  0.138
52 H 0.56997 -3.60535 -3.31013  0.130
53 H -3.12930 -5.86314 -4.37291  0.171
54 C 2.22109 3.47692 -2.58447  -0.053
55 N 2.37906 2.50796 -1.51013  -0.153
56 C 1.75674 2.90539 -0.25446  -0.039
57 C 2.42180 1.16656 -1.80256  -0.400
58 N 1.74215 0.31906 -1.10782  0.120
59 N 3.24328 0.80968 -2.85168  -0.160
60 C 4.55874 1.42298 -2.98170  -0.053
61 C 3.19082 -0.55722 -3.32734  -0.049
62 H 1.17554 3.79366 -2.66010  0.093
63 H 2.51675 3.04421 -3.53571  0.081
64 H 2.83508 4.35875 -2.39134  0.089
65 H 2.00893 3.94969 -0.07100  0.095
66 H 2.15257 2.30320 0.56206  0.087
67 H 0.67086 2.79760 -0.27909  0.070
68 H 2.03073 -0.63979 -1.28739  0.035
69 H 4.60727 2.34096 -2.40586  0.083
70 H 4.77103 1.64554 -4.02914  0.090
71 H 5.33385 0.74354 -2.61097  0.093
72 H 2.15700 -0.87036 -3.46316  0.078
73 H 3.68418 -1.26242 -2.64669  0.103
74 H 3.69098 -0.60534 -4.29396  0.094
75 C -0.76632 -1.83912 1.27959  -0.196
76 H 0.06396 -2.48872 1.56672  0.004
77 H -1.46807 -2.48922 0.73596  -0.002
78 H -1.25532 -1.51841 2.20698  0.009